# 1
Below is a structure of composition C11H27N2O11P2ReS2, with properties calculated with ωB97M-V/def2-TZVPD.

The geometry in XYZ format:
```
56
Properties=species:S:1:pos:R:3:forces:R:3:lowdin_charge:R:1
Re -0.803435 0.684331 0.796117 -2.1 -1.4 0.5 1.4455
O 1.336904 3.476639 -0.660536 -0.4 0.1 -0.1 -0.2171
S 0.830810 2.661409 0.376838 1.4 0.1 -0.2 0.4206
O 1.526044 2.574410 1.623515 -0.3 0.3 -0.3 -0.2603
O 0.743085 1.081123 -0.157855 0.6 0.7 0.1 -0.4975
O -0.703478 2.716117 0.595421 0.2 -0.6 0.3 -0.4094
C -3.406663 2.721083 3.333224 -0.1 -0.1 0.0 -0.0280
C -3.656563 1.216873 3.344561 0.0 -0.3 -0.1 -0.5783
O -4.766715 0.880313 4.172717 0.2 0.3 -0.1 -0.0162
P -4.051195 0.581819 1.670004 -0.3 0.2 0.1 0.5148
O -5.282992 1.321451 1.045240 -0.1 -0.2 0.1 -0.0382
O -4.509084 -0.898885 1.833556 0.2 -0.4 0.1 -0.0828
O -2.867657 0.739546 0.741300 0.3 0.3 -0.3 -0.4131
P -2.164078 0.221547 3.759675 -0.4 -0.2 0.1 0.3713
O -1.757757 0.769296 5.175618 0.4 -0.2 0.2 -0.0602
O -2.535362 -1.217027 3.698589 0.0 0.2 -0.1 -0.2784
O -1.072484 0.660126 2.753058 0.4 0.1 -0.1 -0.4498
H -4.330030 3.242958 3.082619 0.0 0.0 0.0 0.0989
H -2.638876 2.985508 2.601727 0.0 0.0 0.1 0.0815
H -3.079815 3.038973 4.320830 0.0 0.0 0.0 0.0983
H -4.617400 0.045144 4.636119 0.0 0.0 -0.1 0.1051
H -6.136961 0.858420 1.129514 0.3 0.2 0.0 0.1298
H -3.900632 -1.390636 2.450505 -0.1 0.1 -0.1 0.0829
H -1.066736 0.271311 5.652989 -0.4 0.2 -0.2 0.1263
C 4.210387 -0.429196 0.868972 0.0 -0.2 0.0 -0.0914
C 4.786953 -0.976630 -0.439034 -0.1 0.0 0.0 -0.2392
C 3.764522 -1.335844 -1.527507 0.0 0.0 0.3 -0.1870
C 2.857447 -2.517000 -1.177472 -0.1 0.1 0.2 -0.1337
N 1.733167 -2.173448 -0.271376 0.2 0.2 -0.5 0.0695
C 0.484747 -1.922293 -0.592197 0.0 -0.3 -0.3 -0.6854
S -0.673559 -1.666651 0.743027 0.2 0.4 0.0 0.7228
N -0.007112 -1.956777 -1.821963 0.1 0.4 -0.1 0.0612
C 0.646604 -1.786635 -3.148519 -0.1 0.0 0.1 -0.1501
C -0.214643 -0.910647 -4.047740 -0.2 0.0 0.1 -0.1882
C -0.364678 0.538889 -3.602347 0.3 0.1 -0.1 -0.2486
C 0.940501 1.326951 -3.691054 0.0 0.0 0.1 -0.0857
H 4.984454 0.076433 1.447520 0.0 -0.1 0.0 0.0828
H 3.818560 -1.225337 1.516272 0.0 0.1 -0.1 0.0692
H 3.421328 0.296466 0.688911 -0.1 0.1 0.0 0.0585
H 5.392132 -1.861728 -0.223829 0.1 0.0 -0.1 0.1112
H 5.460556 -0.231691 -0.863997 0.0 0.0 0.0 0.1119
H 4.314085 -1.608171 -2.432542 -0.1 0.0 0.0 0.1241
H 3.145142 -0.461960 -1.761060 0.1 0.0 0.0 0.0977
H 3.444908 -3.278437 -0.669893 0.0 -0.1 0.1 0.1344
H 2.430604 -2.971340 -2.063568 0.0 -0.1 0.0 0.1031
H 1.960198 -2.038716 0.696180 0.1 0.1 0.3 0.1158
H -1.012420 -1.903377 -1.852503 -0.2 0.1 0.0 0.1274
H 0.758936 -2.763583 -3.612824 0.1 -0.1 0.0 0.1281
H 1.629961 -1.349120 -3.004848 -0.1 0.1 0.0 0.0917
H -1.202474 -1.379810 -4.136518 0.1 0.0 -0.1 0.1198
H 0.238711 -0.928098 -5.040550 0.0 -0.1 0.0 0.1256
H -0.755583 0.577444 -2.583990 -0.1 0.0 0.1 0.0771
H -1.114799 1.012239 -4.236441 0.0 0.0 0.0 0.1152
H 1.712792 0.925517 -3.024742 -0.1 0.0 -0.1 0.0547
H 0.792145 2.366017 -3.396378 0.0 0.0 0.0 0.0770
H 1.327472 1.314670 -4.713315 0.0 0.0 0.1 0.0849
```
Forces are in eV/Å.

As for the spin multiplicity: 2. For the lowest unoccupied orbital energy (spin up / spin down), the calculation gives -0.2011 / -0.1877 Eh. The charge is +1. As for the electronic energy: -2929.8664 hartree. For the energy above the lowest of the compared OMol25 structures with the same formula, charge and spin, the calculation gives 1.518 eV. The calculation puts the HOMO-LUMO gap (spin up / spin down) at 6.8 / 6.9 eV.

# 2
Below is the ion C11H27N3 with charge +2, with properties calculated with ωB97M-V/def2-TZVPD.

The geometry in XYZ format:
```
41
Properties=species:S:1:pos:R:3:forces:R:3:lowdin_charge:R:1
C -3.328101 1.961171 -0.171930 2.3 -0.2 0.5 -0.0191
C -2.654081 0.620860 -0.657850 -1.9 0.4 -1.8 -0.1418
N -1.437466 0.007935 -0.068813 0.8 1.8 -1.6 -0.0118
C -1.827224 -0.859299 1.005478 1.4 -2.5 0.8 -0.1655
C -2.413236 -2.246449 0.566815 -0.8 0.6 -0.9 -0.0163
C -0.239816 0.208455 -0.610805 0.4 0.1 1.7 -0.1805
N -0.136614 0.791754 -1.789385 0.0 0.4 -1.8 0.2228
N 1.168465 -0.101956 0.189360 -1.3 -0.8 -1.7 -0.0787
C 1.305647 -1.659598 0.340603 -0.1 -1.0 1.2 -0.1322
C 0.924038 -2.288672 -0.962209 1.0 -1.3 -0.5 -0.0627
C 2.305920 0.383176 -0.853107 -0.5 1.4 3.3 -0.1266
C 3.676508 0.450289 -0.257164 3.4 1.6 -0.2 -0.0623
C 1.213211 0.647412 1.456286 1.1 1.4 3.4 -0.2226
C 1.003965 2.187533 1.463376 -1.3 -0.5 -2.1 -0.0353
H -4.206630 2.062344 -0.769758 -0.5 0.2 -0.5 0.0856
H -3.620313 2.026963 0.846716 -0.3 -0.5 1.0 0.0658
H -2.647636 2.835939 -0.274307 -0.4 -0.6 -0.5 0.0941
H -3.333051 -0.249289 -0.579351 -0.2 0.9 -0.2 0.1256
H -2.630661 0.889264 -1.753131 0.6 -1.0 0.9 0.1277
H -2.375816 -0.336788 1.740692 -1.1 0.7 0.4 0.1352
H -0.906268 -1.059635 1.479960 0.8 -0.4 1.0 0.0635
H -1.728641 -3.093220 0.614851 0.3 0.3 0.4 0.0712
H -3.361776 -2.584374 1.062962 0.9 0.8 -0.4 0.1156
H -2.586926 -2.110077 -0.512990 -0.4 -0.5 0.3 0.0811
H -0.987895 0.759312 -2.386392 0.9 0.2 0.7 0.1570
H 0.700089 1.200809 -2.285824 -1.5 -1.0 1.2 0.1707
H 2.377408 -2.032150 0.399061 -1.1 1.7 1.2 0.1557
H 0.616132 -2.078524 1.164814 1.6 1.2 -0.9 0.1503
H 1.792576 -3.003416 -1.181356 -1.6 0.9 -0.4 0.1377
H -0.009121 -2.856578 -0.893501 0.2 0.3 -0.5 0.0852
H 0.925277 -1.448515 -1.653287 -0.4 -1.1 -0.9 0.0582
H 2.344890 -0.333572 -1.588248 -0.4 -1.3 -2.0 0.0892
H 1.863526 1.357593 -1.131922 1.4 -0.5 0.1 0.1175
H 3.852819 1.099621 0.637464 -0.6 -0.3 -0.9 0.0976
H 4.344964 -0.425463 -0.077760 -1.5 -0.2 0.0 0.1075
H 4.387697 0.906034 -1.068778 -1.6 -0.3 1.1 0.1477
H 0.649258 0.241256 2.328874 -0.5 -0.4 -1.4 0.1444
H 2.199588 0.578312 1.959465 0.0 -0.7 -1.1 0.1364
H 1.792024 2.664256 0.807561 -0.8 -0.1 1.2 0.0943
H -0.007761 2.366116 0.918586 1.5 0.3 1.3 0.0936
H 0.995023 2.521156 2.544951 0.0 -0.1 -1.5 0.1241
```
Forces are in eV/Å.

Its SMILES is CCN(CC)C(=[NH2+])[N+](CC)(CC)CC. For the lowest unoccupied orbital energy, the calculation gives -0.2693 Eh. The charge is +2. As for the electronic energy: -598.8501 hartree. For the energy above the lowest of the compared OMol25 structures with the same formula, charge and spin, the calculation gives 0.113 eV. The calculation puts the HOMO-LUMO gap at 10.7 eV.

# 3
Below is a structure of composition C11H27NO4Zn, with properties calculated with ωB97M-V/def2-TZVPD.

The geometry in XYZ format:
```
44
Properties=species:S:1:pos:R:3:forces:R:3:lowdin_charge:R:1
Zn -0.121007 0.300466 0.303354 2.3 -1.1 0.0 0.7401
C 2.789974 0.733373 3.367512 0.3 -0.2 -0.8 -0.0996
C 2.574233 0.762868 1.828886 -0.6 -0.3 0.4 -0.4496
O 1.327627 1.249363 1.458711 -1.3 -0.6 -0.7 -0.3392
H 2.416987 1.631711 3.859410 0.0 0.0 -0.1 0.0644
H 3.855113 0.620533 3.569584 0.2 0.1 0.1 0.0575
H 2.326939 -0.159113 3.788437 -0.3 0.1 0.1 0.0434
H 2.714079 -0.260249 1.479912 0.1 -0.5 -0.1 0.0855
H 3.365473 1.318625 1.325715 0.4 0.5 0.1 0.0830
C 0.309023 -2.077622 -3.070038 0.4 0.4 -0.4 -0.0925
C -0.136908 -2.599976 -1.723342 0.5 2.1 0.9 -0.5710
C 0.799498 -3.715798 -1.336172 -0.2 -1.3 0.9 -0.0939
O -0.162776 -1.577371 -0.697105 -0.3 0.0 -0.2 -0.3202
H 1.313748 -1.658642 -3.014553 0.2 0.1 0.1 0.0718
H -0.341668 -1.299847 -3.469750 -0.2 0.0 0.0 0.0587
H 0.357010 -2.904073 -3.779094 -0.1 0.0 -0.2 0.0704
H -1.143818 -2.972060 -1.912509 -0.3 -0.4 0.4 0.1151
H 0.915402 -4.499698 -2.084606 0.0 0.2 -0.5 0.0675
H 0.392974 -4.274367 -0.493059 -0.1 0.2 0.3 0.0668
H 1.797322 -3.416467 -1.015470 -0.1 0.5 -0.2 0.0775
C -0.694586 -0.426345 3.291818 -1.0 -0.9 -0.4 -0.0437
O -1.225124 -0.160152 1.968915 -2.2 1.5 1.0 -0.2522
C -2.502088 0.595727 2.062497 -0.2 0.2 -1.8 -0.1317
C -2.909239 1.101383 0.658958 -0.3 -0.7 0.3 -0.1810
N -1.742696 1.583673 -0.058814 -0.6 0.0 -0.7 -0.0774
C -1.895903 1.475769 -1.500530 0.9 -0.1 -1.1 -0.1757
C -0.569421 1.790742 -2.213968 -0.6 -0.2 0.1 -0.1873
O 0.513315 1.251730 -1.503135 -1.1 -0.1 -0.1 -0.2571
C 1.754094 1.496083 -2.065990 1.6 -0.1 0.3 -0.0842
H -0.588021 0.485812 3.878942 0.2 -0.1 -0.2 0.1012
H 0.210066 -1.030708 3.225142 0.1 0.6 -0.3 0.0929
H -1.455582 -1.100771 3.684425 0.1 0.1 0.8 0.0915
H -2.538450 1.524139 2.632437 1.1 -0.4 0.9 0.1269
H -3.390258 0.015846 2.313487 0.6 -0.7 0.8 0.1263
H -3.671031 1.878716 0.718333 0.0 0.3 0.5 0.1283
H -3.461999 0.324603 0.130575 0.7 -0.3 -0.4 0.1275
H -1.670519 2.574317 0.124264 0.6 0.1 0.4 0.1490
H -2.624608 2.174931 -1.910729 -0.3 -0.1 0.0 0.1290
H -2.153258 0.458164 -1.794394 -0.2 -0.1 0.4 0.1252
H -0.467468 2.872380 -2.302028 0.3 0.2 -0.2 0.1297
H -0.654319 1.295508 -3.181259 0.2 0.4 -0.4 0.1282
H 2.483375 0.934446 -1.482218 -0.1 0.1 0.2 0.1008
H 2.003757 2.553685 -1.980886 0.0 0.1 -0.2 0.1013
H 1.900739 1.128670 -3.081667 -0.6 0.1 -0.3 0.0967
```
Forces are in eV/Å.

For the lowest unoccupied orbital energy, the calculation gives 0.0059 Eh. The charge is 0. As for the electronic energy: -2570.2597 hartree. For the energy above the lowest of the compared OMol25 structures with the same formula, charge and spin, the calculation gives 0.000 eV. The calculation puts the HOMO-LUMO gap at 7.6 eV.

# 4
Below is a structure of composition C11H28AgF2N5O9S2, with properties calculated with ωB97M-V/def2-TZVPD.

The geometry in XYZ format:
```
58
Properties=species:S:1:pos:R:3:forces:R:3:lowdin_charge:R:1
Ag -0.166134 -0.204820 0.269225 0.4 -0.4 -0.7 1.1807
N -2.084776 0.511068 0.765121 -2.6 -2.1 0.9 -0.3555
S -2.865558 1.854229 0.581190 1.4 6.1 -1.0 0.4722
O -2.908160 2.678274 1.756569 -0.2 -1.0 -0.7 -0.2430
O -3.966276 1.879751 -0.335844 0.6 -0.8 0.7 -0.2301
F -1.636983 2.521623 -0.244702 -0.4 0.0 -0.1 -0.2164
S -3.421128 -0.416885 1.283806 1.1 -2.9 3.0 0.5679
O -4.098200 -1.125001 0.255575 0.6 0.4 0.1 -0.2233
O -4.121465 0.120763 2.418620 0.3 0.5 -1.8 -0.2236
F -2.475796 -1.446393 2.071009 -0.2 -0.2 -0.9 -0.1937
C -0.550517 0.496926 4.395715 -0.5 -0.3 -0.1 -0.0326
C 0.296671 0.829808 3.171145 -0.6 0.9 1.5 -0.4707
C 1.601996 1.535623 3.510314 0.2 0.2 -0.3 -0.0392
O 0.517202 -0.362678 2.390507 -0.1 0.6 0.4 -0.1154
H -1.583029 0.373297 4.060974 0.0 -0.2 0.0 0.0723
H -0.589679 1.341176 5.083665 0.3 -0.1 0.1 0.0930
H -0.263982 -0.428563 4.898643 0.2 0.2 0.2 0.0902
H -0.398775 1.523017 2.692139 0.6 -0.2 -1.1 0.1172
H 1.426831 2.450555 4.076969 -0.3 -0.1 0.1 0.0922
H 2.136327 1.851627 2.612313 0.0 -0.2 -0.1 0.0594
H 2.283204 0.932479 4.117130 -0.1 -0.2 0.0 0.0894
H 1.223941 -0.816671 2.866065 0.0 -0.4 -0.4 0.1155
O -0.205978 0.210401 -2.028230 0.3 -0.5 -0.5 -0.0519
C -0.678477 0.287590 -3.162132 -0.8 1.6 0.5 -0.5496
N -0.784007 -0.721070 -4.028439 0.2 -0.1 0.1 0.1984
C -1.283964 1.601691 -3.626239 -0.2 0.4 -0.5 0.0098
H -0.491607 -1.643611 -3.751542 -0.1 0.0 -0.1 0.1132
H -1.356151 -0.574678 -4.841715 0.2 -0.3 -0.2 0.1221
H -0.942152 2.484022 -3.089424 0.3 -0.4 0.4 0.0785
H -2.366467 1.586002 -3.475687 0.0 -0.2 0.0 0.1000
H -1.117470 1.826947 -4.682112 0.0 -0.3 -0.1 0.0854
O -1.010640 -2.268702 -0.238711 -0.5 -0.7 0.5 -0.0588
C -1.512457 -3.253634 -0.779317 0.3 0.6 -1.9 -0.5475
N -1.112338 -4.497285 -0.482059 0.5 0.4 1.3 0.1887
C -2.458624 -3.107051 -1.941951 -0.1 -0.2 -0.3 0.0027
H -1.082893 -5.272692 -1.116831 -0.4 0.0 0.0 0.1194
H -0.484473 -4.465476 0.311950 0.1 -0.6 -0.2 0.1215
H -3.311743 -3.781424 -1.866579 -0.2 0.3 0.3 0.0960
H -2.005390 -3.436957 -2.882960 0.4 0.0 0.2 0.0820
H -2.734754 -2.063477 -2.060261 -0.3 -0.1 0.2 0.0771
O 1.762844 -1.317482 -0.234380 -0.2 -0.2 0.3 -0.0521
C 2.956450 -1.605080 -0.358272 -0.9 0.2 0.1 -0.5406
N 3.830050 -0.786329 -0.947913 0.7 -0.7 0.3 0.2060
C 3.453187 -2.961653 0.092967 -0.6 -0.1 0.1 0.0174
H 4.780271 -1.117917 -0.907841 0.2 0.6 -0.3 0.1173
H 3.601832 0.155103 -1.217064 -0.1 0.0 0.1 0.1065
H 2.787268 -3.321702 0.875758 0.1 0.2 0.2 0.0865
H 4.481075 -2.978053 0.446817 0.0 0.0 -0.2 0.0875
H 3.285417 -3.676132 -0.714943 0.4 0.1 -0.2 0.0971
O 1.241398 1.617620 0.009473 0.3 0.2 0.5 -0.0590
C 1.645426 2.617512 -0.567963 -0.8 0.8 -0.7 -0.5537
N 2.064879 2.550935 -1.851162 0.3 0.3 -0.1 0.1890
C 1.604701 3.987856 0.106870 0.3 -1.5 0.6 0.0334
H 1.889577 1.730471 -2.407390 -0.1 -0.2 0.2 0.0991
H 2.448771 3.356581 -2.313450 -0.1 0.1 0.0 0.1124
H 1.999267 4.832925 -0.444871 0.1 -0.1 0.0 0.0835
H 2.163871 3.756580 1.017972 0.2 0.7 0.1 0.0837
H 0.587560 4.148978 0.461481 -0.1 0.1 -0.3 0.0923
```
Forces are in eV/Å.

As for the spin multiplicity: 2. For the lowest unoccupied orbital energy (spin up / spin down), the calculation gives -0.0855 / -0.2273 Eh. The charge is +1. As for the electronic energy: -2529.7314 hartree. For the energy above the lowest of the compared OMol25 structures with the same formula, charge and spin, the calculation gives 0.000 eV. The calculation puts the HOMO-LUMO gap (spin up / spin down) at 10.5 / 6.5 eV.

Number 1: largest force on an atom 0.0503 hartree/bohr. Number 2: largest force on an atom 0.0743 hartree/bohr. Number 3: largest force on an atom 0.0562 hartree/bohr. Number 4: largest force on an atom 0.1229 hartree/bohr.